12
Properties=species:S:1:pos:R:3 method="wB97M-V/def2-TZVPD" total_energy_ha=-2855.262361 total_charge=+1 spin_multiplicity=1 lumo_energy_ev=-6.334 relative_energy_kj_mol=119.52
C -0.3857 1.9444 -0.3863
C 1.7522 1.5166 -0.7551
C -0.4984 0.7243 0.0774
N 0.7696 2.4143 -0.7651
N 1.7826 0.3169 -0.1901
N 0.5823 -0.0642 0.2112
Br -0.8382 -3.0036 0.6448
H -1.2643 2.6943 -0.3148
H 2.5484 1.8081 -1.3750
H -1.5069 0.3364 0.2162
H -1.7619 -3.5065 -0.3334
H 0.5188 -1.0344 0.7048

15
Properties=species:S:1:pos:R:3 method="wB97M-V/def2-TZVPD" total_energy_ha=-3060.626730 total_charge=0 spin_multiplicity=1 lumo_energy_ev=-0.260 smiles="CN1NC=N[C@@]1(Br)[N+](=O)[O-]" relative_energy_kj_mol=117.47
C -0.5650 1.4622 -0.8559
N -0.0032 0.5095 0.0314
N 1.3400 0.6746 0.5037
C 1.8239 -0.5650 0.7526
N 1.0447 -1.5952 0.6691
C -0.2803 -0.7896 -0.1141
Br -0.6522 -1.8094 -1.8480
N -1.4762 -1.1398 0.6504
O -2.0249 -2.2089 0.4574
O -1.7960 -0.2770 1.4767
H -1.6474 1.4902 -0.7654
H -0.1129 2.4724 -0.5673
H -0.4400 1.1007 -1.9589
H 1.9550 1.4432 0.3205
H 2.8347 -0.7679 1.2477

13
Properties=species:S:1:pos:R:3 method="wB97M-V/def2-TZVPD" total_energy_ha=-3294.636490 total_charge=-1 spin_multiplicity=1 lumo_energy_ev="3.169 / 2.996" relative_energy_kj_mol=138.98
C 2.1551 0.7379 -1.0881
C 1.7367 -0.1592 -0.0691
C 0.9567 0.2343 0.9643
N -1.8379 -0.5330 0.7699
O -2.6261 1.2318 -0.5320
O -3.6821 -0.9366 -1.1347
S -3.1343 -0.0766 -0.0856
Br -1.9806 -2.1763 1.4179
H 2.9219 0.3192 -1.8357
H 1.8730 1.7207 -0.9912
H 2.0367 -1.2041 -0.2111
H 0.9759 1.2695 1.0544
H 0.6050 -0.4277 1.7410